A cluster of 2 separate species, C2H3BCl2O2 in total at a distorted geometry, computed with wB97M-V/def2-TZVPD.

Bonds (Å) are listed after each position.
CARTESIAN COORDINATES (ANGSTROEM)
1 Cl -3.110 -1.878 0.150  C2 1.635
2 C -2.721 -0.292 0.060  Cl1 1.635, C3 1.208
3 C -2.235 0.748 -0.314  C2 1.208, Cl4 1.582
4 Cl -1.886 2.284 -0.456  C3 1.582
5 O 0.934 -0.670 -0.686  B6 1.309, H8 0.925
6 B 1.261 0.217 0.220  O5 1.309, O7 1.436, H9 1.189
7 O 2.606 0.306 0.716  B6 1.436, H10 0.931
8 H 1.581 -1.304 -0.876  O5 0.925
9 H 0.518 1.100 0.506  B6 1.189
10 H 3.052 -0.511 0.680  O7 0.931

Summary:
net charge: 0
HOMO level: -0.3492 Eh
electronic energy: -1173.7063 Eh
Kohn-Sham gap: 9.83 eV
structure (SMILES): ClC#CCl.OBO

Atomic partial charges in e from the Löwdin method, atoms 1 to 8:
1 Cl 0.6951
2 C -0.6796
3 C -0.7571
4 Cl 0.7705
5 O 0.1854
6 B -0.4935
7 O 0.0835
8 H 0.0803